Density functional theory data (ωB97M-V with the def2-TZVPD basis set) for a structure of composition C53H54BClN12O2PRbSSe in a non-equilibrium geometry.

Output
energy relative to the best compared isomer or geometry (same formula, charge and spin) = 240.54 kJ/mol
E = -6509.78062 Ha
charge = -2
frontier orbital gap = 5.712 eV
HOMO level = -2.12 eV

CARTESIAN COORDINATES (ANGSTROEM)
H 2.31 -6.20 -3.05
N -1.08 -4.49 -0.53
H -1.00 3.46 6.06
H 3.30 0.92 -3.97
H 6.85 -2.45 -4.86
C -2.81 -0.48 -2.54
C 0.74 -0.64 5.73
C 1.15 -1.31 4.58
H -4.54 0.06 0.04
C 2.85 -0.76 -5.11
H 2.12 -5.83 -1.32
H 0.83 -6.41 5.03
C -1.57 -2.20 3.72
H -0.09 -4.12 5.08
H 5.89 -1.30 -3.91
H -4.52 0.92 2.25
N 2.41 1.68 1.41
H 0.34 1.95 4.62
H -5.24 -3.34 4.43
N 4.97 -3.18 -4.37
C 5.31 -4.03 -3.32
N -2.40 -0.88 -1.40
H 2.58 -2.46 -6.39
C -4.22 -3.03 4.23
C -3.47 2.09 4.23
H 2.59 3.52 4.05
H -1.83 -4.58 0.14
C 1.62 -0.41 6.78
C 2.50 5.13 -1.89
C 2.45 5.31 -0.52
C 2.10 -5.40 -2.32
H -3.95 -4.37 2.58
H -2.78 -2.41 -0.06
H 4.41 -1.79 5.46
C 3.51 -0.75 -2.68
H 1.10 -5.02 -2.50
C -3.50 -3.61 3.20
C -0.76 1.89 -5.40
C -0.60 0.41 -3.43
C 0.51 -4.44 4.23
C -3.63 -2.04 5.00
S 4.34 0.17 -1.56
H 2.65 -5.59 1.24
C -2.09 4.69 2.20
C -3.99 -0.77 0.51
H -0.28 2.55 -6.12
H -1.65 -3.64 2.13
C 2.68 -2.22 -5.33
H -2.94 5.20 2.63
C -2.08 3.61 1.30
C -3.33 -1.62 -0.57
C 3.54 -3.19 -4.54
C 3.37 -1.47 5.55
H 1.93 5.02 2.12
H -3.83 0.73 -4.59
C -0.75 4.94 2.42
B 1.51 4.07 1.52
C 1.87 3.88 -2.08
N -0.03 4.06 1.70
Se 1.08 -2.88 -4.26
H 3.29 -4.19 -4.92
N -0.85 3.25 1.00
H 3.39 -0.11 1.89
H 6.37 -4.24 -3.22
H 3.74 1.06 4.36
O 0.13 -0.21 -2.60
H 1.27 0.11 7.66
H -4.14 -2.08 -1.17
C 1.52 -4.00 2.14
H -1.43 -3.89 -1.27
Cl 1.87 -2.91 0.81
H -4.55 2.15 4.08
C -2.75 0.88 -4.55
C -2.04 0.27 -3.51
H 2.92 5.79 -2.63
C 2.94 -0.84 6.71
H 2.87 -2.17 3.61
C -1.33 1.12 3.59
H -0.27 5.68 3.04
C -1.49 2.82 5.34
C 2.68 2.71 3.35
H -4.73 -1.42 1.01
H 2.81 6.13 0.09
H 1.04 1.48 -4.34
C -2.74 1.24 3.39
C -0.74 1.98 4.54
N 2.17 2.80 2.10
C 4.43 -4.63 -2.50
C -3.47 0.57 2.32
C 3.26 1.47 3.49
C 1.02 -5.73 4.21
N 3.15 -2.02 -2.36
C -2.32 -1.63 4.74
N 3.05 -4.31 -2.42
C -0.02 1.29 -4.42
H 4.76 -5.38 -1.79
H -3.48 3.50 5.84
H 2.20 -7.16 3.11
H -2.92 3.10 0.85
H 5.50 -1.59 -5.61
H -0.26 -0.27 5.82
C 3.06 0.86 2.23
H -0.35 -3.96 -0.08
H 3.62 -0.66 7.53
C 2.79 -3.14 -3.19
C -2.20 -3.19 2.95
H 1.68 3.35 -3.00
C -2.88 2.85 5.21
N 1.48 3.36 -0.92
Rb 0.01 0.37 0.10
O -0.61 0.24 2.94
H -3.85 -0.70 -2.85
C 1.80 -6.15 3.13
N 1.84 4.24 0.03
N -3.05 -0.29 1.50
C 0.74 -3.54 3.19
H 2.62 -0.13 -5.97
H -2.73 2.14 -6.29
H 3.28 -2.26 -1.39
P 0.09 -1.67 3.09
H -4.19 -1.56 5.80
H -1.93 -0.82 5.34
C 3.20 -0.16 -3.98
C 5.84 -2.06 -4.69
C 2.49 -1.69 4.51
C -2.15 1.68 -5.50
C 2.05 -5.28 2.09

***

Density functional theory data (ωB97M-V with the def2-TZVPD basis set) for a structure of composition C53H55BrFN4O3P2ScSi.

Output
energy relative to the best compared isomer or geometry (same formula, charge and spin) = 68.99 kJ/mol
E = -6904.35861 Ha
charge = 0
frontier orbital gap = 7.531 eV
HOMO level = -7.28 eV

CARTESIAN COORDINATES (ANGSTROEM)
C 1.64 3.34 5.60
C 0.89 2.53 -3.51
N 2.19 -0.63 -0.98
C -5.05 4.46 1.38
H -2.83 -1.70 -2.36
C -3.76 1.84 0.26
H 2.36 -2.49 2.40
C -4.86 2.48 -0.16
C -3.62 -5.33 -1.77
H 0.73 -1.63 3.90
H -4.70 3.85 2.20
C -0.98 -5.84 -4.74
C -2.33 -0.60 -4.12
C 0.63 -4.28 -6.36
H -1.26 -4.10 1.01
C 3.43 -5.71 -2.84
C 1.33 -2.60 2.05
H 0.26 -3.32 3.89
C -5.87 6.57 0.57
C -5.38 5.79 1.60
H -1.56 0.43 -5.84
C 1.84 0.41 -1.82
H 3.18 -3.27 0.31
C 2.20 2.06 -3.60
H 4.29 -2.25 1.21
P -0.35 -2.85 -1.36
C -1.35 -5.60 -6.06
C -1.76 -3.96 -1.06
C -0.04 -0.70 -4.83
C 4.31 -1.86 -2.72
C 1.02 -4.02 -1.78
H 3.45 -1.99 -3.37
H -4.55 -6.52 -0.26
C -2.63 2.44 0.95
N -0.59 2.29 1.93
C -1.33 -0.23 -5.02
C 2.25 -6.42 -2.60
H -5.57 1.94 -0.77
C -6.03 6.01 -0.69
C -0.54 -4.81 -6.87
H 1.27 -3.66 -6.99
O 0.99 0.61 1.68
Sc 0.68 -0.98 0.57
H 5.05 0.98 -1.17
H 1.24 -3.62 1.65
H -0.10 2.18 5.13
C 0.37 -2.44 3.24
F -0.34 0.34 -0.90
H 1.43 -8.36 -2.23
C 5.04 0.13 -0.49
H -0.99 2.24 -2.47
C -0.99 -2.00 2.77
Si 3.83 -1.21 -1.00
C 4.64 -6.36 -2.94
H -0.83 -4.62 -7.90
H -1.96 -2.57 4.48
C 3.55 -8.46 -2.54
H -6.13 7.61 0.74
H -2.58 3.52 0.97
H 1.92 -4.10 -4.67
H 1.51 -4.23 -0.83
P 0.57 -5.68 -2.46
H -3.34 -0.22 -4.25
H -0.28 0.73 3.26
H 4.24 3.81 3.47
H 3.41 -4.63 -2.95
H 5.66 -8.25 -2.87
C 2.66 1.04 -2.78
N -1.69 1.71 1.43
C 4.71 -7.74 -2.79
N -2.05 -2.15 3.57
C -2.92 -5.37 0.52
C -0.76 -1.95 -2.88
H -4.28 -5.67 -2.56
H 3.69 0.73 -2.89
C 0.04 1.94 -2.58
H -2.49 -4.06 -3.08
H -2.26 -6.03 -6.45
C -1.92 -4.45 0.23
C 1.26 2.21 3.49
O -1.14 -1.49 1.65
H 4.81 -2.83 -2.62
H 5.54 -5.79 -3.13
C -3.77 -5.80 -0.48
C -2.05 -1.44 -3.06
C 0.55 0.94 -1.80
C -5.70 4.69 -0.92
C 2.50 2.67 3.02
H 0.54 3.32 -4.16
O 2.97 2.38 1.79
Br -3.61 -0.01 -0.16
H -6.42 6.61 -1.51
C -2.62 -4.41 -2.07
H 0.75 -0.39 -5.49
H -5.28 6.21 2.60
H 4.89 -3.24 -0.11
C 1.00 -4.52 -5.05
C 0.25 -1.53 -3.76
C 2.86 3.80 5.12
C 2.33 -7.80 -2.44
H 1.27 -1.84 -3.60
H -3.03 -5.74 1.53
H 5.01 -1.20 -3.23
C 0.33 1.38 2.62
H 6.06 -0.27 -0.45
C 0.19 -5.30 -4.22
H -0.62 3.26 2.21
H -2.94 -1.80 3.26
H 2.88 2.51 -4.31
H -1.61 -6.44 -4.10
H -5.83 4.25 -1.90
H 2.38 1.69 1.42
H 1.75 -3.47 -2.38
C 0.86 2.55 4.77
H 3.49 4.42 5.75
H 3.59 -9.54 -2.42
C -5.18 3.90 0.11
C 4.05 -2.62 0.21
H 4.78 0.51 0.50
C 3.29 3.47 3.85
H 1.31 3.59 6.59

***

Density functional theory data (ωB97M-V with the def2-TZVPD basis set) for a structure of composition C53H57Cl5GeO3SeTc in a non-equilibrium geometry.

Output
energy relative to the best compared isomer or geometry (same formula, charge and spin) = 59.62 kJ/mol
E = -9139.61407 Ha
charge = -2
spin multiplicity = 4
frontier orbital gap (spin up / spin down) = 3.883 / 6.078 eV
<S²> = 3.8578
HOMO level (spin up / spin down) = -0.06 / -2.25 eV

CARTESIAN COORDINATES (ANGSTROEM)
H 1.59 7.72 3.55
C 1.11 -2.21 1.00
H -1.31 -0.07 2.64
C 1.94 -2.49 2.13
H -0.64 0.79 5.16
H 0.91 8.28 1.24
C -3.13 3.71 4.84
H -3.53 -3.77 0.79
H -7.84 -3.19 2.28
C 2.34 3.26 -3.86
H -4.36 2.63 6.22
H 1.48 5.39 4.35
H -6.22 -4.96 2.85
C 3.25 2.05 6.45
C 1.23 6.94 2.89
H -4.99 1.56 3.12
C 3.25 -1.76 2.47
H -7.30 -1.55 1.87
H -2.61 2.28 -0.41
Cl 2.71 4.07 -5.35
Se -1.19 -2.74 -0.67
Tc 0.54 0.79 -0.07
H 3.71 -1.02 0.47
H -6.44 -3.13 4.42
C 0.77 1.70 1.51
H -3.26 1.86 3.27
H -5.06 1.58 -0.64
H -2.10 -4.90 3.68
C -2.79 2.50 0.64
H 0.67 -6.32 5.68
H -4.34 3.14 2.70
H -7.06 -2.86 0.71
O -1.56 0.15 -0.06
H 4.03 -0.56 4.10
C 1.56 -3.52 3.00
C 4.51 2.22 5.89
H 0.07 6.49 -0.26
H 5.59 2.69 4.10
C 2.50 3.11 -1.45
H 5.40 2.12 6.49
C 0.31 4.94 1.21
C 3.13 -1.13 3.87
H 3.17 1.81 7.51
H -1.25 -4.66 1.53
C -2.61 -1.92 0.35
C 0.71 4.61 2.50
Ge 0.63 2.72 3.11
H -1.85 2.34 1.18
H 4.24 -3.58 3.19
O 1.32 -1.27 0.13
H -5.95 -1.48 4.02
C 0.02 -5.39 3.84
C 2.11 2.19 5.67
H 3.00 -1.89 4.64
H -0.03 4.15 0.55
H 2.89 0.16 1.50
C -3.66 0.11 1.14
C 1.49 2.16 -3.86
C 4.40 -2.79 2.46
C -5.43 -4.42 2.30
C 3.63 -0.65 1.49
C 1.61 2.04 -1.39
C 0.84 7.26 1.59
Cl 4.02 5.01 -2.68
H -5.44 -4.77 1.27
C -3.43 2.65 5.68
C -5.19 1.92 0.39
Cl 3.22 3.70 0.00
H -3.84 4.52 4.72
C 0.37 6.25 0.75
C 2.20 2.47 4.31
C 4.61 2.54 4.54
C -7.06 -2.61 1.78
C -5.70 -2.53 3.88
H -1.67 -5.74 5.18
Cl 0.17 0.17 -2.54
C -0.11 -6.75 3.13
C -4.14 2.07 2.66
H -0.44 -7.52 3.83
O -0.61 -0.43 3.20
H -5.39 2.99 0.37
H 1.12 -4.62 5.54
H 4.60 -0.23 1.79
C 1.02 -5.55 4.99
C -5.68 -2.91 2.39
C -2.56 -0.50 0.47
H -1.71 4.58 3.49
H 3.56 2.86 2.70
C -3.58 -2.70 0.93
C -0.36 -4.07 1.72
C -1.00 2.71 4.26
C 2.88 3.71 -2.66
H -5.44 -0.24 2.24
H -4.47 -4.68 2.75
C -4.62 -0.72 1.72
H -0.84 -6.69 2.32
H 2.28 -0.45 3.90
C -1.34 -4.99 4.45
C 1.16 5.63 3.33
C -1.93 3.74 4.14
H 1.13 2.07 6.12
H 5.34 -2.29 2.70
C -3.92 1.62 1.21
C 3.47 2.64 3.76
H 2.00 -5.85 4.61
H 2.19 -3.69 3.86
H -4.72 -2.71 4.32
H -6.06 1.41 0.81
C -4.60 -2.11 1.67
C -0.03 -3.07 0.84
Cl 0.81 1.57 -5.34
H -3.08 3.55 0.74
C -1.32 1.63 5.09
H 0.11 -0.65 2.59
H 0.85 -7.04 2.70
C 1.18 1.57 -2.65
C 0.43 -4.31 2.84
C -2.52 1.60 5.80
H -1.25 -4.03 4.95
H -2.75 0.76 6.44
H 4.49 -3.24 1.48

***

Density functional theory data (ωB97M-V with the def2-TZVPD basis set) for a structure of composition C53H57F12IrN3O2P2 in a non-equilibrium geometry.

Output
energy relative to the best compared isomer or geometry (same formula, charge and spin) = 0.00 kJ/mol
E = -4354.10465 Ha
charge = 0
spin multiplicity = 2
frontier orbital gap (spin up / spin down) = 7.025 / 5.194 eV
<S²> = 0.7556
HOMO level (spin up / spin down) = -6.88 / -6.83 eV

CARTESIAN COORDINATES (ANGSTROEM)
C -2.66 0.71 2.46
C 0.80 7.13 0.95
H 2.67 -2.24 6.10
C -1.63 -2.63 0.57
H 4.82 0.07 1.00
C -2.21 -3.66 1.34
H 0.26 -3.35 -2.42
H -2.31 -4.04 -2.45
H -4.44 -5.99 -1.57
H 4.64 0.67 2.64
O -0.47 1.51 -1.42
H -0.68 3.40 3.27
C 0.91 3.22 -2.39
H -0.78 -2.40 5.65
C -4.53 -0.41 1.09
F 0.97 2.36 -3.41
C 4.08 0.92 -4.04
H 1.68 7.25 0.31
C -3.52 0.10 6.12
F -1.49 3.27 -3.47
C -3.57 -1.46 -3.24
H 6.25 1.46 -7.16
H -3.20 -5.53 1.42
H -2.53 0.91 -4.29
H -0.74 -2.21 -5.06
C -0.07 3.53 -0.05
C -2.77 -4.78 0.77
C 5.45 0.69 -3.97
H 3.94 -0.94 -0.87
H 1.16 -1.97 6.97
C 1.32 -1.82 -3.47
C -0.27 2.87 -1.41
P -1.02 -1.47 -1.84
H -2.73 0.07 -2.04
C -0.37 3.78 2.31
C 2.81 0.72 1.49
F 2.10 3.22 -1.79
H -2.01 -2.32 3.59
H 2.12 -0.59 6.42
F -4.89 -0.73 -0.16
H -0.91 0.90 5.90
F -4.15 -1.55 1.69
H -1.51 -0.43 -4.79
P 1.55 -0.51 0.89
C -1.78 0.19 -3.94
F -5.66 0.00 1.71
C -2.80 -4.96 -0.61
C 1.04 -1.60 4.85
N 2.59 0.55 -1.96
C 1.79 -1.60 6.15
H -0.91 0.76 -3.63
C 6.23 0.89 -5.10
H -4.41 -0.78 -3.41
F -3.07 3.00 0.75
C 0.39 5.69 1.05
H -3.45 -7.01 -0.54
H 5.89 0.37 -3.04
H 2.32 1.03 2.41
C -3.34 0.38 3.63
H 1.58 -2.26 -0.66
C 0.32 4.88 -0.07
H 4.47 -2.20 0.24
H -0.11 -3.81 -4.71
H 1.05 7.54 1.93
H 2.42 1.52 -5.26
C 1.62 -1.10 3.69
H -2.87 0.09 7.00
F -4.79 2.41 1.88
H 2.12 2.47 0.41
H 2.62 -0.69 3.76
H -3.89 -2.17 -2.48
C -0.36 -1.60 2.39
C 4.16 0.07 1.86
C -1.73 -2.78 -0.82
H -3.98 -0.89 6.03
H -2.85 -6.50 -2.12
H 2.00 -1.67 -2.64
C 3.48 1.33 -5.23
C -1.41 0.86 4.94
C -0.35 2.91 1.20
H 0.54 5.34 -1.02
C 0.02 -2.47 -3.04
C 0.94 -1.10 2.49
F 0.77 4.45 -2.95
Ir -0.51 0.09 -0.07
C 2.29 -3.25 1.07
H -1.71 -3.35 -4.14
C -2.28 -3.93 -1.38
F -2.65 2.77 -1.73
C -0.01 5.11 2.25
F -1.78 4.74 -1.91
H 1.14 -0.84 -3.93
C -2.37 -0.62 -2.79
H 0.00 7.74 0.52
C -1.34 1.16 2.54
C 3.26 0.70 -2.88
C 2.31 -2.05 0.13
N -0.88 -1.57 1.09
C 4.27 1.53 -6.35
H -3.38 -1.99 -4.17
H 3.61 1.79 -0.23
C -0.70 -2.99 -4.30
H 2.71 -4.11 0.54
N -0.62 1.55 1.38
H 0.30 1.52 3.85
C 5.64 1.30 -6.28
C -0.97 -2.05 3.56
C -0.27 -2.06 4.76
C -3.36 0.64 1.09
C 3.05 1.98 0.68
H 3.63 2.68 1.30
H -4.37 0.07 3.58
H 2.91 -3.08 1.96
H 4.08 -0.95 2.23
H -0.04 5.70 3.15
H 3.79 -2.64 -1.32
C 3.71 -1.93 -0.49
C -2.74 0.45 4.88
C -1.57 3.43 -2.13
H 1.29 -3.51 1.40
C -3.99 2.05 0.85
H 1.81 -2.45 -4.21
C -0.73 1.20 3.79
H -4.32 0.82 6.30
C -3.42 -6.18 -1.24
O -2.59 0.24 0.02
H 7.30 0.72 -5.05
F -4.75 2.07 -0.26
H 3.82 1.86 -7.27
H -2.27 -3.59 2.41